No. 1
This record from the OMol25 dataset describes 2 unconnected molecules or ions with the total composition C6H11Cl3N3 at a distorted geometry. The level of theory is ωB97M-V with the def2-TZVPD basis set.

## Properties
- DFT total energy: -48427.41178 eV
- Relative energy (zero: lowest compared OMol25 entry of this formula, charge and spin): 1.842 eV
- 2S+1: 1
- Orbital gap: 0.32648 Ha
- Highest occupied orbital energy: -0.4726 Ha
- Maximum force: 3.929 eV/Å
- Charge: +1

Structure (XYZ):
```
23
Properties=species:S:1:pos:R:3:forces:R:3
H -0.712006 0.540677 -2.978178 0.206 -0.557 1.373
H -2.655374 -1.444820 -1.544244 -3.486 -0.403 0.486
C -1.163453 0.526856 0.407380 1.169 1.968 -2.558
H -2.318396 0.970673 -2.438806 -0.617 -0.241 0.088
H -1.136615 -1.824362 -1.702172 3.212 -2.214 -0.467
C -1.515605 -0.324367 1.553618 0.334 -0.422 2.001
Cl -3.228639 -0.332738 1.764219 -0.919 0.074 0.016
H 3.157226 -1.150714 1.327399 2.387 -0.809 1.925
H 2.265224 -0.069448 -1.318696 1.149 0.985 0.697
H 2.184876 0.940126 1.498695 0.463 -0.615 -0.343
N -0.719002 1.767365 0.663537 -1.555 -1.123 0.552
C 2.502729 -0.969855 0.576787 0.066 2.012 0.810
N -1.362118 0.061755 -0.795047 1.132 0.885 0.557
C -1.496800 0.306613 -2.224529 0.177 0.716 -0.634
C -1.736979 -1.028258 -1.600500 -0.278 2.281 -0.466
Cl -0.924654 -1.943363 1.303079 0.248 -0.452 0.085
H 3.885213 0.636276 -0.314587 -2.636 -1.377 -0.329
N 1.873352 0.331211 0.738617 -1.010 1.275 -0.193
Cl -0.743262 0.386147 3.036392 -0.327 -0.868 0.148
H -0.784529 1.949943 1.652700 0.269 0.436 0.002
H 0.023105 2.258658 0.225242 0.313 0.032 -1.133
C 2.811392 0.117016 -0.350649 1.130 0.371 -1.430
H 1.794316 -1.705391 0.519744 -1.426 -1.953 -1.190
```
Positions in Å, forces in eV/Å.

***

No. 2
This record from the OMol25 dataset describes a molecular structure, H17O9 at a distorted geometry. The level of theory is ωB97M-V with the def2-TZVPD basis set.

## Properties
- DFT total energy: -18702.37785 eV
- Relative energy (zero: lowest compared OMol25 entry of this formula, charge and spin): 4.147 eV
- 2S+1: 1
- Orbital gap: 0.36971 Ha
- Highest occupied orbital energy: -0.2454 Ha
- Maximum force: 6.712 eV/Å
- Charge: -1

Structure (XYZ):
```
26
Properties=species:S:1:pos:R:3:forces:R:3
H -32.710282 2.441169 36.404824 1.135 0.433 1.821
O -31.058219 -2.233518 35.200562 -1.885 0.350 1.026
O -29.929885 -1.296326 37.339294 -0.106 -0.149 0.667
H -29.407156 1.190149 35.647146 6.021 -2.751 1.109
O -33.262008 2.648313 35.692390 -2.288 1.144 -0.449
H -32.277767 0.674412 36.186703 0.605 -1.606 -0.918
H -32.067224 0.067006 34.752064 0.212 0.091 -1.572
H -30.786014 -0.882241 36.902582 3.332 -0.243 2.712
H -30.711930 0.983672 35.921952 0.186 1.097 -0.758
H -31.669786 0.722072 33.293974 -1.821 -0.685 2.332
H -31.146725 -1.516892 35.959629 -0.324 -3.295 -3.556
O -30.110726 1.646444 35.399328 -4.637 2.143 -0.933
H -29.768410 2.783871 36.974545 -0.608 0.926 0.370
H -29.178345 -1.090060 36.781165 -0.084 -0.077 -0.193
H -33.929329 -0.907728 38.385087 1.060 -0.851 -0.471
H -32.688560 -0.907839 37.537305 1.969 1.898 -2.014
H -31.920267 -2.742135 35.216310 1.496 1.039 0.063
O -32.428856 0.555559 33.969363 1.545 0.220 -1.715
O -30.253096 3.368059 37.609584 3.293 1.014 -0.905
O -31.587580 0.030929 36.511167 -3.695 2.690 -1.182
O -32.641192 1.779713 37.994187 0.900 -2.955 2.675
H -32.463250 0.934443 37.371598 -0.020 2.183 3.273
H -30.988574 2.848698 37.771130 -2.741 -1.505 0.714
H -32.306585 1.407823 38.916191 -0.950 1.196 -2.900
H -32.837751 2.292263 34.947661 0.835 -0.796 -2.009
O -33.175865 -1.467683 38.064576 -3.431 -1.511 2.815
```
Positions in Å, forces in eV/Å.

***

Question: Look up the orbital gap of the first one.
Answer: 0.32648 Ha

***

Question: Which formula does entry 1 have?
Answer: C6H11Cl3N3

***

Question: What is the formula in the first record?
Answer: C6H11Cl3N3

***

Question: highest occupied orbital energy of number 1 (C6H11Cl3N3)?
Answer: -0.4726 Ha